(1)
DFT (wB97M-V/def2-TZVPD) results for C35H37F4N5O4Tl as an isolated structure at a distorted geometry.

Values from the calculation:
Total charge   -1
E   -68094.00867 eV
HOMO level   -4.2220 eV
Kohn-Sham gap   6.68 eV
Strongest force on any atom   0.044 hartree/bohr

The geometry in XYZ format:
```
86
Properties=species:S:1:pos:R:3:forces:R:3
Tl 0.07820 -0.02320 -0.19210 0.29 1.02 0.55
C -0.81980 0.41780 3.55070 -0.01 0.17 -0.17
C -1.54150 1.25360 2.50070 -0.24 -0.23 0.26
N -0.66380 1.86200 1.48750 -0.13 0.04 0.03
C 0.41810 2.57420 2.17470 0.38 0.05 0.04
C 1.38010 3.34710 1.28790 -0.14 -0.14 0.09
C -1.48330 2.73840 0.65460 -0.06 0.04 -0.27
C -0.92790 3.06040 -0.74930 0.07 0.19 -0.02
N 0.01420 2.07590 -1.20960 -0.30 -0.51 0.79
C 0.64670 2.25800 -2.36220 0.38 0.09 -0.80
C 1.79060 1.46170 -2.66200 -0.01 -0.06 0.07
F 2.23060 0.60490 -1.70330 0.05 0.24 -0.28
C 2.48750 1.54880 -3.84070 0.05 0.10 -0.18
F 3.56930 0.76310 -4.04170 -0.24 0.09 0.16
C 2.13240 2.45080 -4.83600 -0.17 -0.03 0.24
C 1.04780 3.26620 -4.56990 0.30 -0.10 -0.13
F 0.66960 4.16240 -5.51530 -0.02 -0.13 0.30
C 0.33870 3.19650 -3.38790 -0.12 0.10 0.03
F -0.70730 4.06660 -3.25480 0.17 -0.25 -0.05
H -1.52230 -0.28530 3.99030 -0.07 -0.08 0.07
H -0.40670 1.03680 4.34400 0.06 0.02 0.09
H -0.01530 -0.14710 3.09310 0.11 -0.10 0.01
H -2.11720 2.05070 3.00880 0.03 -0.06 -0.12
H -2.25140 0.61440 1.97360 -0.01 0.15 0.03
H 1.00430 1.81600 2.69020 -0.07 0.07 0.12
H -0.02040 3.26650 2.91850 -0.03 -0.15 -0.02
H 1.75470 2.69420 0.50720 0.13 0.04 -0.14
H 2.21840 3.67970 1.89860 0.04 0.04 0.03
H 0.91640 4.22470 0.84380 0.03 0.06 -0.09
H -1.68620 3.68940 1.17650 -0.03 -0.13 0.01
H -2.43660 2.22690 0.51990 -0.02 0.01 0.11
H -0.44550 4.04700 -0.74030 -0.15 -0.04 0.01
H -1.79180 3.14060 -1.42420 0.04 0.10 0.15
H 2.67600 2.51260 -5.76120 0.06 0.01 -0.12
C -3.16210 0.26080 -1.49500 0.01 0.17 -0.38
O -2.64940 -0.11350 -0.22740 0.10 -0.25 0.37
C -3.03290 -1.33470 0.31490 0.06 -0.09 0.15
C -4.35130 -1.75710 0.26430 -0.01 0.06 -0.04
C -4.75420 -2.94090 0.86190 -0.13 -0.04 -0.03
C -3.81970 -3.70670 1.53770 -0.18 -0.01 0.03
C -2.51400 -3.28290 1.62590 0.02 0.02 -0.06
C -2.07280 -2.09000 1.03080 -0.43 -0.22 -0.03
N -0.76940 -1.67730 1.13950 0.58 0.63 -0.04
N -0.03730 -2.44020 1.93680 -0.09 -0.32 0.45
C 1.23510 -2.35270 2.12100 -0.15 0.87 -0.79
C 2.13370 -1.39010 1.34480 0.28 -0.57 1.07
O 1.70000 -0.12340 1.31820 -0.40 0.19 -0.69
C 3.57630 -1.42450 1.75960 -0.07 -0.03 0.18
C 4.02700 -2.18740 2.75240 0.19 0.46 -0.39
C 3.18310 -3.12660 3.44990 -0.52 -0.32 0.18
C 3.70170 -3.93800 4.45720 0.03 0.03 -0.05
C 2.90520 -4.84560 5.12440 0.14 -0.09 0.15
C 1.56170 -4.95010 4.79010 -0.06 -0.10 0.10
C 1.02650 -4.14790 3.80650 0.12 0.05 -0.01
C 1.81920 -3.22340 3.11910 0.21 -0.50 0.59
H -4.10640 -0.23090 -1.72390 0.03 0.00 0.04
H -3.32200 1.33960 -1.47400 -0.03 -0.01 0.01
H -2.42940 0.01880 -2.27160 -0.11 0.02 0.11
H -5.09270 -1.15160 -0.23680 0.00 0.09 -0.04
H -5.78940 -3.24650 0.80770 -0.05 -0.02 -0.03
H -4.11490 -4.63330 2.01180 -0.01 -0.05 0.02
H -1.77940 -3.86060 2.16160 -0.01 -0.07 -0.02
H 4.19440 -0.71160 1.23310 0.12 0.05 -0.03
H 5.06480 -2.13480 3.05550 0.10 0.05 0.01
H 4.75010 -3.84270 4.70960 0.08 -0.01 0.02
H 3.32510 -5.46880 5.90390 0.01 -0.01 0.01
H 0.93040 -5.65750 5.31300 -0.03 -0.03 -0.01
H -0.01830 -4.21340 3.55080 -0.09 0.00 0.00
C -2.49550 -2.44930 -4.26700 0.07 -0.04 0.05
C -1.49540 -3.10010 -3.30500 -0.12 -0.13 0.01
C -0.48160 -3.93710 -4.08780 -0.02 0.06 0.04
C -2.24030 -3.97680 -2.29010 0.00 -0.01 -0.07
C -0.81660 -2.05040 -2.54540 0.11 0.13 -0.18
C -0.31450 -1.16040 -1.90220 -0.06 -0.37 -0.71
H -3.03300 -3.21010 -4.83110 -0.06 -0.11 -0.06
H -1.97980 -1.79440 -4.96540 0.05 0.07 -0.09
H -3.21730 -1.85380 -3.71330 -0.11 0.05 0.05
H -0.98620 -4.75460 -4.60280 -0.06 -0.08 -0.05
H 0.26560 -4.35140 -3.41570 0.07 -0.06 0.06
H 0.03060 -3.32290 -4.82530 0.06 0.05 -0.07
H -2.81620 -4.75020 -2.79710 -0.05 -0.11 -0.09
H -2.91750 -3.37200 -1.69110 -0.10 0.03 0.07
H -1.53480 -4.44920 -1.61130 0.07 -0.07 0.08
O 2.98310 -3.79580 0.30500 -0.97 1.44 -0.71
N 2.47020 -3.04560 -0.50220 0.95 -2.08 0.00
O 2.05430 -1.87950 -0.09100 0.09 0.70 0.01
```
Forces are in eV/Å.

=====

(2)
DFT (wB97M-V/def2-TZVPD) results for C35H37FP2Pb as an isolated structure at a distorted geometry.

Values from the calculation:
Total charge   0
E   -63434.85758 eV
HOMO level   -7.7790 eV
Kohn-Sham gap   7.18 eV
Strongest force on any atom   0.039 hartree/bohr

The geometry in XYZ format:
```
76
Properties=species:S:1:pos:R:3:forces:R:3
Pb 2.18645 -1.19927 -3.62819 0.01 -0.61 0.31
C -2.38010 0.19074 0.57137 0.19 -0.82 -0.06
C -2.36620 -0.03323 -0.74524 -0.71 -0.42 0.09
C -2.95146 0.90321 -1.78419 0.44 -0.11 -0.05
C -1.81434 1.61913 -2.50939 -0.19 -0.43 -0.27
C -0.89012 2.37957 -1.60726 -1.02 1.69 0.47
C -1.28492 3.03680 -0.48301 1.38 -1.25 -0.36
C -2.48950 2.81282 0.41585 0.02 0.63 0.87
C -2.57137 1.50150 1.26308 -0.22 0.30 -0.10
C 2.59103 -0.34785 -1.55994 -0.05 0.25 -0.59
H -2.18399 -0.65693 1.25965 0.33 0.58 -0.55
H -1.97017 -0.99069 -1.13822 -0.50 0.44 0.37
H -3.63002 1.64436 -1.34699 0.14 -0.50 -0.13
H -3.52817 0.31890 -2.52647 0.19 0.20 0.39
H -1.26863 0.86219 -3.09050 0.09 0.24 0.05
H -2.25514 2.31599 -3.23578 0.26 -0.05 -0.04
H 0.06036 2.65936 -2.07345 -0.14 -0.07 0.38
H -0.52773 3.70454 -0.03644 -0.37 -0.36 -0.26
H -3.46000 3.02556 -0.05941 0.45 -0.14 0.04
H -2.38060 3.58437 1.19713 -0.30 -0.06 -0.32
H -1.83823 1.51057 2.08354 0.12 0.25 -0.36
H -3.51962 1.55033 1.81240 -0.10 -0.13 -0.17
H 2.91392 -1.08817 -0.82279 0.01 0.22 -0.21
H 1.73616 0.24456 -1.20200 0.29 -0.13 -0.01
H 3.40166 0.34526 -1.86938 -0.20 -0.19 0.63
P 0.14651 -2.23468 -8.98419 0.04 -0.45 0.17
P 2.06088 0.26987 -9.34087 0.62 0.09 -0.66
C -0.53549 -0.65955 -9.59843 0.65 0.94 0.03
C 0.31106 0.36349 -9.85872 -0.56 -0.75 -0.02
C -0.61659 -3.41096 -10.18642 0.05 0.11 -0.02
C -1.77388 -3.09121 -10.90976 0.11 -0.53 0.02
C -2.34836 -4.04482 -11.75423 0.20 0.21 0.14
C -1.73588 -5.28595 -11.92758 0.01 0.27 0.15
C -0.53599 -5.57155 -11.27261 -0.15 0.04 -0.03
C 0.03364 -4.64367 -10.40666 -0.52 0.47 0.08
C -0.88136 -2.39661 -7.46104 -0.32 -0.08 0.14
C -0.57109 -1.50644 -6.41286 -0.15 -0.16 -0.16
C -1.31460 -1.50870 -5.23485 -0.07 -0.24 -0.07
C -2.38143 -2.40657 -5.08479 0.01 0.04 -0.27
C -2.70418 -3.28804 -6.12600 0.31 0.10 0.11
C -1.93238 -3.31156 -7.29863 -0.09 0.32 0.30
C 2.77070 1.03530 -10.89654 0.05 -0.08 0.23
C 2.66761 0.23735 -12.05069 -0.08 0.48 0.21
C 3.00983 0.76180 -13.29330 0.12 0.03 0.20
C 3.49518 2.06873 -13.38990 -0.11 -0.02 0.21
C 3.64822 2.84811 -12.24009 0.10 -0.38 0.02
C 3.32759 2.32020 -10.98416 -0.28 -0.15 -0.29
C 2.12855 1.69263 -8.20131 -0.01 0.20 0.42
C 3.26990 1.83006 -7.38267 -0.37 0.32 -0.34
C 3.44309 2.98537 -6.62125 -0.23 0.20 0.05
C 2.46291 3.98986 -6.63067 -0.09 -0.20 -0.19
C 1.29638 3.81789 -7.38472 0.03 -0.21 0.11
C 1.11433 2.65538 -8.14106 0.43 0.35 0.17
H -1.61821 -0.55464 -9.71084 0.29 0.09 -0.28
H 0.00365 1.27039 -10.39198 -0.23 -0.24 0.33
H -2.22356 -2.10140 -10.81705 0.01 -0.46 0.01
H -3.27651 -3.79622 -12.26369 0.18 -0.15 -0.03
H -2.19572 -6.01828 -12.58291 0.11 0.03 0.06
H -0.05014 -6.52744 -11.43395 -0.02 0.06 0.00
H 0.97268 -4.85836 -9.89405 -0.27 0.04 -0.10
H 0.25882 -0.80166 -6.53583 -0.27 -0.21 0.04
H -1.06588 -0.80523 -4.43006 -0.15 -0.31 -0.34
H -2.96394 -2.40577 -4.15992 0.15 -0.02 -0.34
H -3.56155 -3.96123 -6.02740 0.39 0.19 0.02
H -2.16870 -4.02973 -8.08928 0.06 0.32 0.23
H 2.28310 -0.78047 -11.95947 0.05 0.24 -0.10
H 2.89562 0.14282 -14.17967 0.07 0.15 0.08
H 3.75974 2.47304 -14.36320 -0.07 -0.02 0.15
H 4.02341 3.86713 -12.31738 -0.01 -0.23 0.01
H 3.49074 2.92223 -10.08715 -0.20 -0.17 -0.26
H 4.02862 1.04571 -7.37596 -0.16 0.20 -0.07
H 4.34699 3.11919 -6.02277 -0.29 -0.08 -0.15
H 2.59641 4.90256 -6.04582 0.02 -0.31 -0.18
H 0.51544 4.58357 -7.39810 0.31 -0.23 0.12
H 0.19159 2.51488 -8.70279 0.30 0.15 0.13
F 2.57689 -3.17632 -3.04652 -0.08 0.47 -0.16
```
Forces are in eV/Å.

=====

(3)
DFT (wB97M-V/def2-TZVPD) results for C35H37Ge2N3O4V as an isolated structure at a distorted geometry.

Values from the calculation:
Total charge   0
Spin multiplicity   4
E   -188269.98564 eV
HOMO level (spin up / spin down)   -7.3072 / -7.4344 eV
Expectation value of S²   3.774
Kohn-Sham gap (spin up / spin down)   7.57 / 6.09 eV
Strongest force on any atom   0.106 hartree/bohr

The geometry in XYZ format:
```
82
Properties=species:S:1:pos:R:3:forces:R:3
V -0.98967 0.78800 -0.43202 -2.46 -1.12 0.20
O 3.30763 1.21560 -1.30692 -0.21 1.84 2.30
C 3.69973 0.92790 -0.02172 -0.22 0.48 -0.57
C 5.07593 0.84350 0.20048 0.02 -0.24 0.54
C 5.55793 0.55880 1.47668 -0.44 0.01 -0.26
C 4.66203 0.35920 2.52548 -0.60 0.07 -0.07
C 3.28313 0.44420 2.29678 0.75 0.37 -0.24
C 2.76803 0.73020 1.01918 0.06 -0.13 1.57
C 1.25783 0.80500 0.87128 4.33 -0.22 3.12
O 0.92783 1.03870 -0.30822 0.59 -2.21 -2.62
N 0.50903 0.63940 1.92288 0.79 1.44 -1.02
N -0.81597 0.75170 1.49928 0.12 1.98 2.31
C -1.46087 1.64580 2.16898 -1.51 -0.63 0.41
C -2.84997 2.00780 1.82888 0.90 -0.16 0.81
C -3.74917 2.16720 2.89818 -0.40 0.26 -0.79
C -5.07577 2.49320 2.64198 0.27 -0.15 0.46
C -5.48447 2.66950 1.32578 1.02 -0.13 -0.87
C -4.56247 2.52790 0.27648 -0.96 0.37 -0.01
C -3.20627 2.19990 0.47408 -1.93 0.04 1.46
O -2.37617 2.10560 -0.49372 -2.48 -0.25 -0.95
H 2.30463 1.22680 -1.21692 1.30 0.44 0.12
H 5.75603 1.00290 -0.62882 -0.15 0.02 0.01
H 6.62633 0.49400 1.65018 -0.06 0.02 -0.03
H 5.02343 0.13740 3.52408 -0.01 0.01 -0.09
H 2.59243 0.28590 3.12128 0.11 0.12 -0.28
H -1.00397 2.16790 3.02568 -0.03 -0.68 -0.10
H -3.40757 2.00760 3.91418 0.05 0.04 -0.02
H -5.78167 2.59890 3.45638 0.03 -0.01 -0.01
H -6.51367 2.91780 1.09448 0.05 -0.01 0.01
H -4.90027 2.67830 -0.74802 0.09 -0.06 0.15
O -0.98357 0.80680 -2.39402 1.23 -0.14 -1.62
C -0.57297 2.09140 -2.85452 -0.09 0.63 -0.40
C -0.36457 3.09370 -1.73752 0.59 0.64 0.55
C -0.11467 4.42730 -2.06362 0.00 -0.17 0.44
C 0.11293 5.34430 -1.04032 -0.03 -0.04 -0.11
C 0.08653 4.91160 0.27898 -0.04 -0.10 -0.39
C -0.16427 3.57280 0.52048 0.08 -0.57 -0.34
N -0.38107 2.66120 -0.45182 0.90 5.18 -1.34
H -0.26047 0.17260 -2.63862 -1.01 0.68 0.39
H -1.35367 2.45820 -3.52882 0.15 0.03 0.08
H 0.35663 1.98350 -3.42462 -0.07 0.11 0.00
H -0.09397 4.75190 -3.09892 -0.04 -0.12 0.07
H 0.30963 6.38720 -1.27172 -0.03 -0.16 0.00
H 0.25773 5.59910 1.09928 -0.03 -0.14 -0.05
H -0.19677 3.18170 1.53358 0.23 0.30 -0.31
C -0.03617 -1.59130 -3.98322 -0.30 0.04 -0.58
Ge 1.09073 -1.98760 -2.44862 0.54 -0.34 0.01
C 1.77313 -3.80570 -2.60582 0.09 -0.62 -0.06
C 2.58273 -0.74050 -2.45272 -0.37 -0.69 -0.73
Ge -0.18677 -1.68300 -0.43202 -0.85 -0.89 -0.04
C 0.89083 -1.95380 1.15118 0.19 -0.60 0.34
C 0.35133 -1.69620 2.41978 0.75 -1.10 0.52
C 1.12573 -1.88890 3.56828 -0.03 -0.35 -0.50
C 2.44373 -2.33850 3.45648 -0.24 -0.13 -0.55
C 2.98863 -2.59340 2.19558 -0.41 -0.14 0.15
C 2.21573 -2.40090 1.04628 -0.30 0.09 0.80
C -1.75577 -2.81360 -0.39552 -0.28 -0.77 0.01
C -1.97657 -3.76280 -1.40372 -0.55 0.08 0.72
C -3.11367 -4.57590 -1.37072 -0.11 0.26 0.36
C -4.03847 -4.44430 -0.33172 0.41 0.19 -0.18
C -3.82697 -3.49780 0.67398 0.52 0.10 -0.28
C -2.68987 -2.68420 0.64248 -0.36 -0.82 -0.40
H 0.55733 -1.70420 -4.91352 -0.37 0.13 0.48
H -0.40807 -0.54920 -3.90602 0.01 -1.07 -0.94
H -0.89717 -2.28870 -4.00932 0.36 0.57 -0.06
H 2.35253 -3.89550 -3.54732 -0.29 0.00 0.50
H 0.93373 -4.52800 -2.62612 0.55 0.27 0.03
H 2.43463 -4.04040 -1.74902 -0.36 0.03 -0.50
H 3.15803 -0.85920 -3.39362 -0.26 0.12 0.50
H 3.24603 -0.94270 -1.58802 -0.47 0.12 -0.71
H 2.19463 0.29640 -2.38502 0.14 -1.72 -1.00
H -0.66287 -1.34180 2.52528 -0.02 -0.15 0.02
H 0.70413 -1.68820 4.54478 -0.02 0.02 0.00
H 3.04273 -2.48720 4.34568 0.02 0.01 0.01
H 4.01033 -2.94000 2.10828 0.01 0.02 -0.02
H 2.65463 -2.60250 0.08258 0.08 0.01 -0.20
H -1.27527 -3.87920 -2.21412 0.16 -0.02 -0.14
H -3.27797 -5.30770 -2.15102 -0.01 -0.01 -0.02
H -4.91867 -5.07360 -0.30702 0.00 0.00 -0.01
H -4.54467 -3.39330 1.47728 0.00 0.01 0.01
H -2.54667 -1.95380 1.42438 0.00 0.15 0.00
H -2.40727 -0.24240 -0.43202 0.93 -0.41 -0.08
```
Forces are in eV/Å.